No. 1
The following is a DFT calculation (ωB97M-V/def2-TZVPD) of a molecular structure, C10H22Cl5F2GaMgO5S.

```
47
Properties=species:S:1:pos:R:3:forces:R:3:lowdin_charge:R:1
C -2.105818 -4.514713 -0.160271 0.144 0.068 -0.113 -0.092
O -1.313459 -3.622261 -0.919881 -0.006 -0.057 -0.120 -0.192
C -0.346140 -2.887728 -0.206834 0.035 -0.088 -0.251 -0.234
C -0.688659 -1.417210 -0.277359 -0.997 0.178 -0.123 -0.209
C -1.649947 -0.944843 0.846157 0.312 0.000 -0.975 -0.190
C -0.970435 0.113941 1.646161 -0.384 -0.116 0.858 -0.335
C 0.103342 -0.239693 2.665719 0.225 0.508 -0.492 -0.197
Ga 1.747094 0.471953 1.818535 1.188 -1.078 2.175 0.432
F 2.086236 -0.669166 0.472726 -0.131 0.093 -0.749 -0.312
S 0.928033 2.413155 0.722293 1.813 -0.520 1.621 0.644
O 0.644876 3.463531 1.611200 -0.579 1.048 0.402 -0.254
O -0.135441 2.096696 -0.226640 -0.793 1.155 -2.477 -0.453
F 2.088282 2.942179 -0.192264 0.392 0.192 -0.059 -0.200
H -1.512720 -5.045580 0.571690 0.213 -0.128 0.311 0.072
H -2.507943 -5.245315 -0.840481 -0.186 -0.228 -0.323 0.086
H -2.929369 -4.004712 0.325210 -0.241 0.186 0.236 0.084
H 0.627516 -3.076527 -0.631782 0.347 -0.052 -0.160 0.089
H -0.328763 -3.172895 0.837786 0.144 -0.167 0.333 0.126
H -1.224709 -1.321685 -1.234516 -0.093 -0.322 -0.580 0.095
H 0.205555 -0.790573 -0.329808 0.538 -0.272 0.277 0.081
H -2.045384 -1.787599 1.387170 -0.204 -0.241 0.293 0.132
H -2.511724 -0.441819 0.382885 -0.596 -0.168 -0.069 0.097
H -0.477357 0.704035 0.880986 -0.745 -0.256 0.810 -0.038
H -1.714029 0.738796 2.122403 -0.225 0.353 0.067 0.137
H -0.150671 0.235786 3.597312 0.122 0.143 0.418 0.065
H 0.247508 -1.289886 2.863415 -0.084 -0.483 -0.111 0.061
H 3.004208 0.761535 2.693137 0.103 0.378 -0.356 -0.034
O 0.241864 4.845607 4.148674 1.027 -0.873 -0.011 -0.229
H 0.876462 5.539130 3.942307 -0.175 0.115 0.009 0.022
H 0.211138 4.292511 3.359666 -0.053 0.249 0.102 -0.029
C -0.358278 4.588070 -2.429132 -0.198 -0.184 -0.129 -0.001
C 0.140372 3.293448 -3.006097 0.199 0.210 -0.186 -0.508
O -0.625086 2.459503 -3.469745 -0.177 -0.438 0.700 0.013
C 1.626151 3.072693 -3.007625 -0.135 -0.168 -0.361 -0.007
H -1.442799 4.629996 -2.495120 -0.006 0.021 0.030 0.092
H -0.050693 4.665863 -1.385584 0.063 0.124 -0.002 0.085
H 0.066923 5.428456 -2.979050 0.085 0.014 0.076 0.100
H 2.003623 3.100613 -1.991084 0.022 0.170 -0.513 0.052
H 2.117047 3.861161 -3.579513 0.004 0.063 0.044 0.102
H 1.857716 2.109649 -3.457685 -0.001 -0.006 -0.041 0.094
C 1.470212 -6.478914 -1.516890 -0.017 -0.033 -0.021 -2.052
Cl 1.449059 -5.875692 0.144219 0.033 0.024 0.094 0.554
Cl 2.954278 -7.383384 -1.789402 0.058 -0.044 -0.006 0.544
Cl 0.077575 -7.531906 -1.768942 -0.067 -0.030 -0.010 0.535
Cl 1.391431 -5.122463 -2.640460 0.005 0.070 -0.053 0.551
Mg -1.198648 0.772725 -1.022414 -0.149 0.089 -0.537 1.056
Cl -1.878430 6.263530 4.518932 -0.828 0.504 -0.023 -0.432
```
Forces are in eV/Å.

Output
HOMO level = -5.494 eV
calculated total energy = -157662.512 eV
net charge = 0

No. 2
The following is a DFT calculation (ωB97M-V/def2-TZVPD) of a molecular structure, C7H8F2N2.

```
19
Properties=species:S:1:pos:R:3:forces:R:3:lowdin_charge:R:1
C 2.010213 1.517056 -0.168931 0.132 2.273 0.280 -0.118
C 2.793478 0.578439 0.481790 -1.865 -0.455 -1.624 -0.058
C 0.768529 1.262951 -0.685143 -0.837 -1.960 -0.615 -0.017
C 2.264132 -0.695042 0.430919 1.391 -1.476 1.417 -0.020
C 0.213231 -0.085709 -0.603874 1.600 1.523 -0.013 -0.122
C 1.054643 -1.077395 -0.092776 -0.614 3.839 -0.345 -0.284
C -1.178812 -0.431681 -0.789060 -3.161 0.413 1.440 -0.170
N -3.283658 -0.553148 0.893506 -3.112 0.130 -2.403 -0.115
N -1.949636 -0.317613 0.896722 2.891 -0.621 -3.431 -0.076
F 0.534431 -2.258329 -0.001086 -0.062 -2.305 0.412 0.128
F -1.838394 0.566274 -1.502066 0.084 -0.215 0.134 -0.041
H 2.163477 2.611747 -0.236429 1.048 -0.830 0.233 0.113
H 3.766360 0.710114 0.863610 0.753 0.473 0.566 0.096
H 0.407056 2.133789 -1.254325 -0.920 -0.974 0.470 0.120
H 2.821299 -1.418723 0.998940 0.150 -0.655 -0.147 0.115
H -1.502224 -1.394485 -1.286227 0.669 0.857 1.082 0.155
H -3.916356 -0.237360 -0.013587 2.329 -0.607 2.665 0.144
H -3.441919 -1.563598 0.988961 0.144 0.659 -0.002 0.068
H -1.685842 0.652722 1.079048 -0.620 -0.068 -0.119 0.081
```
Forces are in eV/Å.

Output
HOMO level = -8.472 eV
relative energy (zero: lowest compared OMol25 entry of this formula, charge and spin) = 41.7 kcal per mole
calculated total energy = -15800.642 eV
net charge = 0

no.,orbital gap (eV)
1,1.82
2,9.04